The following is a quantum chemistry calculation of 11 unconnected molecules or ions with the total composition C44H116N6O17, from the OMol25 dataset.

The geometry in XYZ format:
```
183
C44H116N6O17 the ωB97M-V functional and the def2-TZVPD basis
C 3.29508 1.49953 -7.27618
O 3.11288 0.42020 -6.39256
C 4.32411 -0.10238 -5.81500
C 4.05884 -1.19511 -4.80602
N 3.79620 -2.48738 -5.42439
C 3.70680 -3.67409 -4.58609
C 2.41720 -3.63061 -3.69030
O 2.61076 -2.72546 -2.57231
C 1.46451 -2.64886 -1.75664
H 3.72685 2.35654 -6.75925
H 2.38557 1.86484 -7.75309
H 3.90815 1.18939 -8.12238
H 4.83206 0.72121 -5.31323
H 5.02789 -0.53285 -6.52739
H 3.34541 -0.90758 -4.03371
H 4.97928 -1.35788 -4.24530
H 2.89118 -2.40433 -5.86499
H 4.65171 -3.72581 -4.04519
H 3.68109 -4.55076 -5.23331
H 2.18817 -4.63143 -3.32424
H 1.51963 -3.35437 -4.24360
H 1.71021 -2.03754 -0.88830
H 1.17954 -3.54149 -1.19977
H 0.63626 -2.16129 -2.27083
C 5.66834 -0.88064 7.40386
O 4.42591 -0.83151 6.74481
C 3.42419 -0.20921 7.56671
C 2.18244 0.18701 6.81220
N 2.45868 1.29164 5.93302
C 1.48903 1.48506 4.92856
C 1.97350 2.54939 3.90517
O 2.99845 1.96274 3.06569
C 3.39664 2.89721 2.04821
H 5.56965 -1.24347 8.42695
H 6.03750 0.14296 7.46765
H 6.45847 -1.40820 6.86955
H 3.78520 0.70160 8.04442
H 3.21154 -0.94334 8.34384
H 1.46112 0.50658 7.56431
H 1.80477 -0.74402 6.38953
H 3.32428 1.05996 5.46702
H 0.63651 1.98106 5.39257
H 1.16602 0.56707 4.43758
H 2.28943 3.43205 4.46124
H 1.12846 2.93177 3.33263
H 2.54359 3.34404 1.53758
H 3.96503 2.40349 1.25999
H 3.92987 3.73106 2.50479
C 0.38591 -5.95912 2.95644
O 1.35263 -5.02159 3.41426
C 0.81372 -3.92464 4.05823
C 1.87917 -2.83799 4.15321
N 2.30825 -2.29224 2.86753
C 3.47591 -1.47159 3.13120
C 3.90611 -0.69094 1.87491
O 4.44593 -1.63524 0.91061
C 4.66766 -1.07353 -0.34502
H -0.22642 -6.35301 3.76762
H 0.96637 -6.66839 2.36644
H -0.21978 -5.51427 2.16692
H 0.48687 -4.20959 5.05827
H -0.08837 -3.59538 3.54255
H 2.70709 -3.19604 4.76514
H 1.43764 -2.06273 4.77940
H 2.47671 -3.04559 2.21624
H 4.31931 -2.10740 3.40050
H 3.31727 -0.76920 3.94948
H 4.56428 0.13446 2.14622
H 3.01623 -0.23922 1.43655
H 3.84416 -0.45078 -0.69449
H 4.81433 -1.91049 -1.02773
H 5.45249 -0.31727 -0.33035
C -1.78706 0.29875 -9.53724
O -1.42350 0.58455 -8.20734
C -0.26777 -0.04572 -7.84855
C 0.07180 0.01231 -6.35947
N -1.10191 -0.13211 -5.49493
C -0.70182 -0.17679 -4.10987
C -1.84510 0.24666 -3.15224
O -2.11758 1.64879 -3.26989
C -1.33291 2.56256 -2.55151
H -2.54500 0.97699 -9.92916
H -2.22726 -0.66123 -9.80695
H -0.92772 0.33778 -10.20666
H 0.55008 0.45503 -8.36670
H -0.25625 -1.08232 -8.18537
H 0.44451 1.00806 -6.11933
H 0.88217 -0.69415 -6.17970
H -1.59449 0.73906 -5.63098
H 0.12881 0.49679 -3.89907
H -0.39224 -1.18768 -3.84461
H -1.57691 0.04411 -2.11534
H -2.73281 -0.31739 -3.43849
H -1.31794 2.26870 -1.50198
H -1.73497 3.56702 -2.68382
H -0.30352 2.57416 -2.90973
C -14.79429 -1.04205 -0.47231
O -13.49959 -0.52225 -0.25218
C -12.45464 -1.45299 0.16871
C -11.10941 -0.78201 0.33411
N -10.09424 -1.70466 0.85800
C -8.80542 -1.00085 0.96660
C -7.65960 -1.94912 1.21158
O -6.34459 -1.30275 1.20077
C -5.29344 -2.19600 1.50715
H -15.00765 -1.81994 0.26082
H -14.73336 -1.37734 -1.50766
H -15.50270 -0.21463 -0.43190
H -12.36918 -2.27362 -0.54359
H -12.77450 -1.99298 1.05989
H -11.18574 0.09705 0.97406
H -10.80632 -0.44550 -0.65735
H -10.39593 -2.20958 1.67905
H -8.89783 -0.27875 1.77786
H -8.65076 -0.50349 0.00910
H -7.61097 -2.80994 0.54471
H -7.86765 -2.37703 2.19225
H -4.37673 -1.70444 1.83288
H -5.13185 -2.74266 0.57809
H -5.59341 -2.87391 2.30625
C 1.52830 1.43490 -0.83238
O 2.40120 2.38873 -1.45324
C 3.19391 1.86427 -2.52181
C 4.36844 2.83360 -2.81597
N 5.49117 2.67510 -1.86084
C 6.37248 3.81939 -2.11554
C 7.46511 4.02582 -1.02898
O 6.68123 4.27046 0.11794
C 7.38295 4.21803 1.33284
H 0.76943 1.14054 -1.55734
H 0.98942 1.88063 0.00370
H 2.07145 0.58580 -0.41750
H 2.64256 1.79906 -3.45982
H 3.60200 0.86441 -2.37402
H 3.96846 3.84668 -2.77383
H 4.77648 2.66141 -3.81195
H 5.11893 2.77412 -0.92717
H 5.88060 4.78098 -2.26215
H 6.87544 3.60574 -3.05867
H 8.08021 4.88929 -1.28232
H 8.02543 3.09099 -1.01373
H 8.08782 3.38742 1.36934
H 6.58934 4.02620 2.05497
H 7.82687 5.18394 1.57380
C -1.92742 -2.86808 -0.94496
C -1.87811 -3.88654 0.16582
O -2.19129 -3.25616 1.40603
H -1.42761 -1.94924 -0.63833
H -2.96438 -2.70355 -1.23776
H -1.40439 -3.35135 -1.77019
H -0.91490 -4.39443 0.21468
H -2.56807 -4.72313 0.05549
H -1.57298 -2.55254 1.61628
C -1.62173 0.28531 1.23659
C -0.40465 -0.06901 2.05970
O 0.15142 -1.25607 1.50491
H -2.31372 -0.55585 1.27804
H -1.29455 0.48303 0.21583
H -2.07220 1.21491 1.58445
H -0.65319 -0.16814 3.11635
H 0.28630 0.77379 2.07909
H 0.91416 -1.58884 1.98354
C -0.52859 4.27082 0.74167
C -0.48551 5.62552 1.36426
O 0.81257 5.87345 1.90147
H -1.57435 4.07471 0.50494
H -0.13173 3.42094 1.29692
H 0.08043 4.32793 -0.16052
H -1.13766 5.71734 2.23279
H -0.76695 6.33543 0.58650
H 1.40710 5.92861 1.14975
C -4.86699 1.88752 1.14321
O -4.01843 2.90999 1.56681
H -4.97766 1.08929 1.87715
H -5.82452 2.35855 0.92098
H -4.54672 1.29183 0.28841
H -4.17123 3.63849 0.96057
C -1.65505 0.15109 6.51937
O -2.12725 -1.07092 7.09536
H -0.75382 -0.02533 5.93222
H -2.38237 0.68234 5.90546
H -1.47649 0.78832 7.38548
H -3.01891 -0.88794 7.40043
```

Summary:
**Largest force on an atom**: 0.0487 hartree/bohr
**DFT total energy**: -91246.0776 eV
**Frontier orbital gap**: 9.24 eV
**HOMO level**: -0.3177 Eh
**SMILES**: COCCNCCOC.COCCNCCOC.COCCNCCOC.COCCNCCOC.COCCNCCOC.COCCNCCOC.CCO.CCO.CCO.CO.CO

Löwdin population analysis, charges in e, atoms 1 to 8:
1. C -0.115
2. O -0.211
3. C -0.194
4. C -0.215
5. N -0.070
6. C -0.173
7. C -0.172
8. O -0.205